1.
DFT (ωB97M-V/def2-TZVPD) results for C16H44KN4O4 as an isolated structure.

```
69
Properties=species:S:1:pos:R:3:forces:R:3:mulliken_charge:R:1
K 1.5452 0.2373 0.7407 -0.29 -0.11 -0.05 0.89
C -0.3536 1.5720 -2.3979 -1.44 -0.61 -0.60 -0.54
C 1.0473 1.4022 -2.9306 0.73 -0.18 0.21 0.23
C 1.3085 2.5045 -3.9934 0.50 -0.67 0.66 -0.74
O 2.5127 2.3591 -4.6971 0.10 -0.17 0.65 -0.36
C 2.5109 1.3333 -5.6620 -0.06 -0.62 -0.20 -0.63
N 1.9492 1.4746 -1.7600 -1.06 1.35 0.49 -0.47
H -0.5974 0.8647 -1.5697 0.22 0.18 -0.93 -0.47
H -1.0778 1.4373 -3.2761 0.69 0.25 1.48 0.36
H -0.4926 2.5636 -1.9467 0.02 0.09 -0.39 0.41
H 1.2011 0.3881 -3.3462 -0.29 0.51 -0.14 0.29
H 1.3573 3.4954 -3.5002 -0.26 -0.44 -0.25 0.35
H 0.5082 2.4349 -4.7029 -0.85 0.38 -0.46 0.39
H 1.7757 1.5535 -6.4799 0.75 -0.17 0.47 0.29
H 2.3256 0.2877 -5.2893 -0.18 0.96 0.08 0.24
H 3.5513 1.3189 -5.9670 -0.09 -0.02 -0.77 0.27
H 2.9114 1.5105 -2.0150 0.86 -0.08 -0.63 0.22
H 1.7544 2.4337 -1.4162 0.41 -0.61 0.19 0.31
C 2.2201 3.2452 4.8008 -0.37 -0.58 0.30 -1.41
C 2.3655 2.0825 3.7660 -1.07 2.13 -0.36 0.26
C 1.9368 0.8101 4.3976 0.78 -1.15 -0.46 -0.84
O 1.9270 -0.2549 3.3777 -0.74 0.63 1.64 -0.19
C 1.6421 -1.5020 4.0369 -0.64 0.52 -1.69 -0.89
N 1.5412 2.4042 2.5134 1.30 -0.39 0.87 -0.40
H 1.1936 3.2808 5.2659 0.82 0.28 -0.92 0.33
H 2.5600 4.1705 4.3464 -0.61 0.30 -0.23 0.39
H 2.8787 3.1861 5.6586 0.38 -0.62 0.21 0.42
H 3.4019 2.0720 3.4359 0.07 -0.30 -0.07 0.28
H 1.0161 1.0205 4.9763 -0.25 -0.78 -0.72 0.29
H 2.6713 0.4597 5.1385 -0.06 0.44 -0.02 0.45
H 2.0036 -2.2863 3.3747 -0.51 -0.16 -0.14 0.25
H 0.5684 -1.5509 4.2767 0.33 -0.33 -0.15 0.27
H 2.2136 -1.5955 4.9078 0.82 -0.02 1.58 0.44
H 0.5304 2.4079 2.6590 0.40 0.09 0.23 0.11
H 1.8651 3.3287 2.2366 -0.48 -0.09 -0.06 0.25
C -2.4071 0.3041 3.2023 -0.86 -0.02 -1.00 -1.80
C -2.2123 0.3262 1.7035 -0.47 -0.83 0.31 1.52
C -3.4644 0.4118 0.8508 -0.06 -0.05 1.02 -1.03
O -3.0157 0.1476 -0.4669 0.09 0.67 1.42 -0.17
C -3.8302 0.6662 -1.4385 -1.89 -1.10 -2.53 -0.88
N -1.2675 1.3425 1.3103 0.15 1.24 -1.06 -0.03
H -2.8502 1.2106 3.5339 -0.23 1.10 0.48 0.51
H -1.4737 0.1422 3.6837 0.75 -0.16 0.54 0.21
H -3.1212 -0.4592 3.4570 -0.11 -0.56 0.25 0.46
H -1.8350 -0.6696 1.4739 0.59 -0.03 -0.31 -0.69
H -3.9900 1.3742 1.0357 0.40 -0.14 -0.72 0.37
H -4.1688 -0.3599 1.1266 -0.37 -0.39 0.19 0.44
H -4.9380 0.3684 -1.3731 1.45 0.04 0.23 0.29
H -3.4178 0.1862 -2.3528 -0.61 0.65 0.14 0.24
H -3.8605 1.7455 -1.5664 0.51 0.33 0.33 0.34
H -1.3330 1.3807 0.2644 0.21 0.21 1.17 -0.22
H -1.6256 2.2677 1.6491 0.39 -1.01 -0.44 0.39
C -0.3969 -3.2386 0.7137 0.83 1.99 -0.85 -0.95
C -0.0289 -2.9524 -0.7396 -1.46 -1.27 -1.07 0.17
C -0.5833 -4.1141 -1.6208 0.11 0.77 1.23 -0.92
O -0.2392 -3.7853 -2.9402 -0.72 -0.58 0.02 -0.25
C -0.4610 -4.8750 -3.8082 -0.46 -0.55 -0.50 -0.81
N -0.4949 -1.6088 -1.0860 1.29 0.36 -0.94 0.08
H -0.1355 -4.2176 1.0432 0.08 -0.69 0.23 0.60
H -1.4627 -3.0049 0.8501 0.37 -0.17 0.26 0.27
H 0.2611 -2.4851 1.1753 -0.65 -0.34 0.98 -0.08
H 1.0341 -2.9931 -0.9476 0.43 0.11 0.37 0.36
H -1.6910 -4.2249 -1.4186 0.83 0.03 -0.60 0.30
H -0.0669 -5.0476 -1.2661 -0.42 0.51 -0.47 0.36
H 0.1793 -5.7053 -3.5414 0.14 -0.47 0.46 0.34
H -0.0784 -4.5940 -4.7868 -0.56 0.23 -0.19 0.27
H -1.5323 -5.2713 -3.8302 1.22 0.85 -0.04 0.28
H -0.3527 -1.3495 -2.0931 -0.42 -0.66 1.46 0.22
H -1.4127 -1.3675 -0.7564 -0.46 -0.12 -0.21 -0.21
```
Positions in Å, forces in eV/Å.

Kohn-Sham gap, eV: 9.46
Charge: +1
ΔE to the lowest compared entry with this formula, charge and spin, eV: 0.391
E_LUMO, eV: -2.21


2.
DFT (ωB97M-V/def2-TZVPD) results for C21H21CaO2SiTe4 as an isolated structure.

```
50
Properties=species:S:1:pos:R:3:forces:R:3:mulliken_charge:R:1
Ca -1.7157 -2.0032 -1.3261 0.00 -0.08 0.09 0.63
Te -2.1015 -4.1751 0.6957 -0.17 -0.35 0.42 -0.55
Te -0.4505 -5.4849 -1.0253 -0.06 0.18 -0.03 -0.14
Te -1.7856 -5.3004 -3.3765 -0.02 0.07 0.04 -0.14
Te -1.2765 -2.7468 -4.1685 0.12 -0.07 -0.56 -0.52
C -4.7549 -0.8727 0.6598 -0.10 0.03 -0.02 -0.93
C -5.0950 -1.3499 -0.7299 -0.36 0.05 0.57 0.90
C -6.5267 -1.4945 -1.1665 -0.10 0.01 0.05 -1.20
O -4.2144 -1.6489 -1.4986 0.86 0.01 -0.45 -0.50
H -5.6305 -0.6597 1.2687 0.01 0.01 -0.02 0.34
H -4.1332 0.0227 0.5908 0.00 -0.01 -0.01 0.24
H -4.1522 -1.6462 1.1422 0.02 -0.04 -0.01 0.16
H -7.2376 -1.2240 -0.3894 0.00 0.00 -0.02 0.34
H -6.6843 -2.5298 -1.4717 0.01 0.01 0.01 0.31
H -6.6871 -0.8725 -2.0479 0.01 0.00 0.00 0.32
O -0.1642 -0.7823 -0.5530 -0.05 0.27 -0.06 1.48
Si 0.9604 0.2106 -0.0223 -0.15 -0.04 -0.03 -1.93
C 2.0932 -0.6080 1.2317 0.07 -0.15 0.16 0.33
C 2.2779 -1.9954 1.1822 0.01 0.06 0.06 -0.33
C 3.1457 -2.6363 2.0588 -0.01 0.09 0.02 -0.55
C 3.8473 -1.8982 3.0063 -0.07 0.05 -0.06 -0.36
C 3.6711 -0.5206 3.0789 -0.04 -0.05 -0.04 -0.68
C 2.7975 0.1135 2.2013 0.05 -0.12 -0.02 -0.01
C 2.0508 0.8368 -1.4246 0.05 0.05 -0.20 0.28
C 3.1193 1.7168 -1.2117 -0.04 -0.04 -0.08 0.00
C 3.9194 2.1488 -2.2622 -0.05 -0.05 -0.03 -0.67
C 3.6685 1.6987 -3.5557 -0.05 -0.03 0.08 -0.38
C 2.6207 0.8167 -3.7892 0.01 0.04 0.11 -0.48
C 1.8196 0.3932 -2.7316 0.11 0.08 0.05 -0.53
C 0.2232 1.7236 0.8490 -0.09 0.16 0.05 0.38
C -0.4167 1.5574 2.0867 0.04 0.07 -0.09 -0.23
C -1.0346 2.6209 2.7334 0.04 0.02 -0.08 -0.73
C -1.0261 3.8861 2.1528 0.05 -0.07 -0.04 -0.30
C -0.3990 4.0773 0.9280 0.00 -0.10 0.04 -0.67
C 0.2172 3.0051 0.2862 -0.06 -0.08 0.14 -0.23
H 1.7199 -2.5818 0.4573 0.02 0.05 0.03 0.29
H 3.2684 -3.7125 2.0074 -0.01 0.04 0.00 0.40
H 4.5223 -2.3960 3.6925 0.00 0.00 0.00 0.35
H 4.2082 0.0576 3.8238 -0.02 -0.03 -0.03 0.37
H 2.6559 1.1880 2.2818 0.00 -0.04 -0.01 0.30
H 3.3353 2.0686 -0.2057 -0.02 -0.02 -0.04 0.31
H 4.7417 2.8315 -2.0744 -0.04 -0.03 -0.01 0.36
H 4.2942 2.0300 -4.3763 -0.01 0.00 0.01 0.35
H 2.4278 0.4515 -4.7919 0.01 0.01 0.04 0.41
H 1.0127 -0.3080 -2.9202 0.02 0.02 0.02 0.30
H -0.4261 0.5756 2.5533 0.00 0.04 -0.03 0.46
H -1.5189 2.4669 3.6919 0.02 0.00 -0.04 0.38
H -1.5027 4.7190 2.6563 0.00 -0.01 0.00 0.36
H -0.3885 5.0617 0.4723 0.00 -0.04 0.01 0.38
H 0.7040 3.1690 -0.6696 -0.01 -0.01 0.01 0.36
```
Positions in Å, forces in eV/Å.

Kohn-Sham gap, eV: 6.14
Charge: -1
ΔE to the lowest compared entry with this formula, charge and spin, eV: 0.614
E_LUMO, eV: 2.20


Per-record HOMO level, eV: -11.67 -3.95